Entry 1:
DFT (the ωB97M-V functional and the def2-TZVPD basis) results for a structure of composition C11H15BF9N3O6TeW.

Output
Multiplicity ... 1
ΔE to the lowest compared entry with this formula, charge and spin ... 33.24 kJ/mol
Total charge ... +2
HOMO-LUMO gap ... 6.69 eV
Highest occupied orbital energy ... -15.64 eV
LUMO energy ... -0.3289 Eh

Last column: Löwdin charge in e.
Positions of all 47 atoms, in Å:
1 W -0.147 -0.112 0.680  2.073
2 O -1.040 -1.238 -1.089  -0.157
3 C -2.469 -1.087 -1.286  -0.113
4 C -3.107 -1.345 0.052  -0.092
5 N -2.425 -0.514 1.096  -0.217
6 C -2.400 -1.280 2.368  -0.029
7 C -1.239 -2.261 2.320  -0.443
8 O -1.056 -3.204 2.989  0.254
9 O -0.330 -1.856 1.325  -0.210
10 C -3.067 0.811 1.264  -0.029
11 C -2.022 1.775 1.789  -0.461
12 O -2.129 2.925 1.990  0.258
13 O -0.808 1.098 1.972  -0.239
14 H -0.768 -2.166 -1.146  0.147
15 H -2.811 -1.790 -2.042  0.156
16 H -2.616 -0.074 -1.651  0.129
17 H -2.973 -2.394 0.318  0.147
18 H -4.178 -1.138 0.049  0.161
19 H -3.337 -1.814 2.525  0.167
20 H -2.237 -0.615 3.218  0.161
21 H -3.918 0.765 1.944  0.168
22 H -3.412 1.185 0.300  0.144
23 F 1.290 2.011 3.449  -0.280
24 Te 2.395 1.370 2.144  1.925
25 F 3.539 0.740 3.405  -0.269
26 F 3.055 3.051 1.984  -0.267
27 F 1.210 1.855 0.654  -0.381
28 F 3.579 0.803 0.855  -0.293
29 O 1.344 -0.187 1.959  -0.576
30 N 4.668 -1.201 -3.134  0.209
31 C 3.615 -0.995 -2.357  -0.259
32 C 3.389 -1.779 -1.196  0.033
33 C 2.325 -1.507 -0.402  -0.114
34 N 1.416 -0.527 -0.691  -0.161
35 C 1.614 0.217 -1.818  -0.090
36 C 2.668 0.021 -2.648  0.042
37 H 5.347 -1.914 -2.921  0.139
38 H 4.837 -0.634 -3.949  0.139
39 H 4.069 -2.575 -0.924  0.138
40 H 2.155 -2.068 0.507  0.125
41 H 0.892 0.998 -2.013  0.114
42 H 2.784 0.649 -3.520  0.137
43 F -2.640 2.928 -1.490  0.247
44 B -1.709 3.752 -1.959  -0.822
45 F -0.875 1.068 -0.558  -0.291
46 F -2.000 4.976 -2.286  0.323
47 F -0.480 3.279 -2.077  0.259

Entry 2:
DFT (the ωB97M-V functional and the def2-TZVPD basis) results for a structure of composition C11H15ClHoNO2S2Tl in a non-equilibrium geometry.

Output
Multiplicity ... 5
Total charge ... -1
HOMO-LUMO gap (alpha / beta) ... 5.73 / 5.61 eV
Highest occupied orbital energy (alpha / beta) ... -3.82 / -3.70 eV
LUMO energy (alpha / beta) ... 0.0702 / 0.0702 Eh

Last column: Löwdin spin population.
Positions of all 34 atoms, in Å:
1 Ho -2.583 2.021 -2.457  4.029
2 Cl -2.965 0.320 -0.953  -0.006
3 C -2.381 0.963 -4.112  -0.008
4 C -4.031 3.208 -1.816  -0.007
5 H -2.732 1.630 -4.906  0.000
6 H -1.340 0.698 -4.293  0.001
7 H -2.998 0.067 -4.089  0.001
8 H -4.307 3.800 -2.694  0.001
9 H -3.688 3.872 -1.023  0.000
10 H -4.893 2.635 -1.478  0.000
11 Tl -0.792 0.820 -0.360  0.001
12 C -0.582 1.264 1.603  -0.001
13 C -0.848 2.512 -1.586  -0.011
14 H -0.274 2.319 1.689  0.000
15 H -1.515 1.094 2.163  0.000
16 H 0.216 0.602 1.978  0.000
17 H -0.920 3.464 -1.136  0.001
18 H -0.082 2.318 -2.316  0.000
19 O 4.892 -0.857 -0.245  0.000
20 S 4.088 -2.058 0.069  0.000
21 O 4.512 -3.273 -0.663  0.000
22 N 2.678 -1.670 -0.905  0.000
23 C 1.547 -1.619 -0.275  0.000
24 S 0.050 -1.375 -1.172  0.000
25 C 1.668 -1.915 1.169  0.000
26 C 0.669 -1.978 2.141  0.000
27 C 1.018 -2.265 3.463  0.000
28 C 2.356 -2.503 3.811  0.000
29 C 3.356 -2.459 2.835  0.000
30 C 2.993 -2.162 1.527  0.000
31 H -0.372 -1.791 1.869  0.000
32 H 0.247 -2.303 4.232  0.000
33 H 2.620 -2.728 4.843  0.000
34 H 4.394 -2.649 3.087  0.000